(1)
A structure of composition C4H4Br12 in a non-equilibrium geometry, computed with the ωB97M-V functional and the def2-TZVPD basis.

Energy relative to the best compared isomer or geometry (same formula, charge and spin): 0.392 eV
Total charge: 0
F_max: 2.06 eV Å⁻¹
Spin multiplicity: 1
HOMO: -0.37026 Ha
Lowest unoccupied orbital energy: -0.445 eV

Structure (XYZ):
```
20
Properties=species:S:1:pos:R:3:forces:R:3
C 12.0783 7.8137 9.7578 1.0944 -0.7728 -0.3764
Br 11.6239 7.6094 11.5993 -0.0434 -0.0224 -0.0629
Br 12.6612 6.0715 8.9484 -0.3900 0.9936 0.4933
Br 13.4655 9.1491 9.4984 -0.2950 -0.2912 0.0558
H 11.2219 8.1256 9.1967 -0.3688 0.1089 -0.1215
C 5.8981 10.9209 5.3630 1.9667 -0.1373 0.1655
Br 4.6125 9.5988 5.8106 -0.2028 0.0306 0.7775
Br 5.1609 12.4960 4.7241 -0.9929 1.3410 -0.5001
Br 7.0234 10.1431 4.0113 0.5649 -0.2659 -0.5831
H 6.6775 11.2717 6.0877 -1.2947 -0.9656 0.1458
C 7.8409 15.1218 7.7275 -0.5408 -0.3829 -1.9488
Br 8.3162 14.6965 5.8519 0.1942 -0.3060 0.2107
Br 9.0779 14.4875 8.9692 0.6108 0.0027 0.5336
Br 6.0730 14.3397 8.0292 0.4779 0.6491 0.1577
H 7.9052 16.1906 7.5678 -0.6737 0.1178 1.0869
C 8.7628 11.0181 8.9120 0.1049 -0.5727 -0.6306
Br 9.5836 11.1038 7.0860 -0.7309 0.2067 1.0733
Br 10.1761 11.0437 10.2139 -0.2298 -0.0468 -0.0089
Br 7.6679 9.3935 9.0017 0.3688 0.5433 0.0753
H 8.0939 11.8556 9.1396 0.3803 -0.2301 -0.5431
```
Forces are in eV/Å.

The molecule's Mulliken atomic charges, reported in e, are given here: atom 1 (C): -0.212, atom 2 (Br): 0.021, atom 3 (Br): -0.067, atom 4 (Br): 0.000, atom 5 (H): 0.232, atom 6 (C): 0.274, atom 7 (Br): 0.002, atom 8 (Br): -0.013, atom 9 (Br): -0.047, atom 10 (H): -0.215, atom 11 (C): -0.308, atom 12 (Br): -0.050, atom 13 (Br): 0.035, atom 14 (Br): -0.038, atom 15 (H): 0.376, atom 16 (C): -0.295, atom 17 (Br): 0.026, atom 18 (Br): 0.004, atom 19 (Br): -0.028, atom 20 (H): 0.303


(2)
An isolated molecule of C4H4Br3P in a non-equilibrium geometry, computed with the ωB97M-V functional and the def2-TZVPD basis.

SMILES: C=C/C(=C/Br)P(Br)Br
Energy relative to the best compared isomer or geometry (same formula, charge and spin): 0.000 eV
Total charge: 0
F_max: 4.01 eV Å⁻¹
Spin multiplicity: 1
HOMO: -0.34458 Ha
Lowest unoccupied orbital energy: -0.256 eV

Structure (XYZ):
```
12
Properties=species:S:1:pos:R:3:forces:R:3
C -0.7755 -0.7836 -0.0718 0.0833 0.9642 -1.2856
C 0.2154 -0.4239 0.6998 0.3410 2.2474 3.3029
C -0.0650 0.8293 1.7579 0.0969 -3.3338 -1.5247
C 0.2738 2.0772 1.4728 1.3566 0.0794 -1.8024
Br -0.1874 3.4519 2.6499 0.0982 0.7448 0.1232
P -0.9781 0.3969 3.3522 -0.5480 -0.1176 -0.9059
Br 0.4291 -1.0321 4.2485 0.6010 -0.0911 0.1157
Br -2.4534 -1.2142 2.6133 0.2170 0.7374 0.2598
H -0.6370 -1.4399 -0.9261 -0.3292 -0.4233 0.4795
H -1.6299 -0.1291 -0.0031 -0.4676 -0.2863 -0.4753
H 1.1141 -0.9942 0.9054 0.1706 0.2279 -0.4035
H 0.9150 2.3993 0.5311 -1.6199 -0.7489 2.1162
```
Forces are in eV/Å.

The molecule's Mulliken atomic charges, reported in e, are given here: atom 1 (C): -0.677, atom 2 (C): -0.213, atom 3 (C): 0.004, atom 4 (C): -0.164, atom 5 (Br): -0.139, atom 6 (P): 0.241, atom 7 (Br): -0.146, atom 8 (Br): -0.193, atom 9 (H): 0.299, atom 10 (H): 0.305, atom 11 (H): 0.348, atom 12 (H): 0.335


Q: Among the records above, which one has the highest F_max?
A: C4H4Br3P


Q: The lowest energy relative to the best compared isomer or geometry (same formula, charge and spin) belongs to which entry?
A: C4H4Br3P


Q: Among the records above, which one has the highest energy relative to the best compared isomer or geometry (same formula, charge and spin)?
A: C4H4Br12


Q: lowest unoccupied orbital energy of number 1 (C4H4Br12)?
A: -0.445 eV